1.
{
  "formula": "C25H38BrInN2O2",
  "method": "the ωB97M-V functional and the def2-TZVPD basis",
  "multiplicity": 1,
  "e_above_lowest_kj_mol": 67.9,
  "homo_ev": [-13.31, -13.31],
  "energy_ha": -3998.956455,
  "charge": 2,
  "e_lumo_ev": [-9.12, -8.52],
  "elements": ["In", "C", "C", "C", "C", "C", "C", "C", "C", "C", "C", "C", "C", "H", "H", "H", "H", "H", "H", "H", "H", "H", "H", "H", "H", "H", "H", "H", "H", "H", "H", "C", "N", "C", "C", "C", "N", "C", "C", "H", "H", "H", "H", "H", "H", "H", "H", "H", "H", "H", "H", "H", "H", "H", "H", "Br", "C", "C", "C", "C", "C", "C", "C", "O", "O", "H", "H", "H", "H"],
  "positions_angstrom": [[-0.110377, -0.041185, -0.928590], [-3.485351, 2.679275, -0.900217], [-2.415150, 2.503906, 0.146557], [-1.138552, 3.028438, -0.040835], [-0.834323, 3.929811, -1.191079], [-0.110959, 2.811639, 0.959037], [1.207560, 3.479190, 0.808463], [-0.369632, 1.999613, 2.079084], [0.718339, 1.758748, 3.093820], [-1.651032, 1.498986, 2.265335], [-1.943324, 0.568768, 3.402729], [-2.708699, 1.864623, 1.357861], [-4.130077, 1.607649, 1.741104], [-3.950051, 3.665717, -0.828822], [-4.272156, 1.936864, -0.793239], [-3.066975, 2.580627, -1.900066], [-0.085874, 3.482610, -1.853676], [-0.411172, 4.866035, -0.821523], [-1.714730, 4.169500, -1.775595], [1.172741, 4.461752, 1.297633], [1.468491, 3.637503, -0.233201], [2.001502, 2.907941, 1.279929], [1.479092, 1.078321, 2.702459], [0.331855, 1.341025, 4.016818], [1.214276, 2.695021, 3.345130], [-2.024869, 1.118414, 4.345114], [-1.137618, -0.154945, 3.518572], [-2.872739, 0.024808, 3.258016], [-4.471148, 0.624258, 1.399910], [-4.788843, 2.351748, 1.299447], [-4.258672, 1.648888, 2.820668], [-2.437756, -2.057594, 0.567266], [-2.309990, -2.234252, -0.872461], [-3.372042, -1.542220, -1.593205], [-2.265232, -3.640546, -1.247885], [-0.995055, -4.366547, -0.762809], [0.232116, -3.664228, -1.061635], [0.603913, -3.482749, -2.437920], [1.302600, -3.678337, -0.104504], [-3.315359, -2.575661, 0.978564], [-2.519952, -0.992438, 0.784655], [-1.544954, -2.431525, 1.074042], [-4.364743, -1.955769, -1.369964], [-3.205264, -1.622884, -2.667234], [-3.363349, -0.485301, -1.322021], [-2.340090, -3.707271, -2.333417], [-3.117100, -4.194428, -0.826285], [-0.990355, -5.341289, -1.267453], [-1.049636, -4.547707, 0.308175], [1.049279, -4.403728, -2.836937], [1.358858, -2.696928, -2.516295], [-0.266382, -3.235616, -3.042410], [1.975932, -4.523432, -0.300387], [0.919303, -3.767071, 0.909422], [1.894696, -2.763096, -0.212545], [4.696968, -2.532502, -2.062946], [5.121426, -0.842665, -1.307952], [6.471123, -0.661754, -1.043104], [6.918470, 0.525408, -0.492152], [6.036090, 1.555653, -0.229331], [4.693845, 1.386828, -0.508012], [4.195299, 0.189361, -1.021254], [2.685216, 0.117513, -1.127939], [2.044280, 1.195840, -1.040167], [2.096993, -0.998661, -1.243442], [7.173080, -1.450987, -1.271511], [7.971528, 0.637649, -0.271886], [6.385829, 2.484533, 0.199235], [3.988850, 2.178831, -0.297135]],
  "forces_ev_per_angstrom": [[0.804, 0.238, -0.217], [0.002, 0.098, 0.100], [0.165, 0.081, -0.237], [-0.552, 0.152, -0.014], [0.029, -0.061, 0.003], [0.177, 0.090, 0.182], [-0.001, -0.132, -0.139], [-0.214, -0.074, 0.292], [-0.009, -0.004, -0.100], [0.502, -0.059, 0.097], [-0.095, 0.013, -0.051], [-0.136, 0.113, -0.137], [0.055, 0.143, 0.060], [-0.027, -0.014, -0.051], [0.000, -0.009, -0.024], [-0.030, -0.015, -0.002], [0.024, 0.026, 0.018], [0.051, -0.005, -0.037], [0.008, -0.008, -0.006], [-0.059, 0.001, 0.029], [0.027, 0.014, 0.002], [0.014, 0.013, 0.007], [0.028, 0.019, 0.028], [0.007, -0.008, 0.008], [0.024, -0.013, 0.021], [-0.004, -0.010, 0.013], [0.004, 0.021, 0.034], [-0.005, -0.004, 0.018], [0.017, -0.037, 0.001], [-0.008, -0.037, -0.041], [0.001, -0.076, 0.007], [-0.009, -0.129, -0.123], [0.284, -0.154, 0.009], [-0.063, -0.107, 0.013], [0.113, 0.083, 0.006], [-0.879, 0.269, 0.186], [0.457, -1.092, -0.229], [0.017, 0.614, -0.455], [0.107, 0.437, 0.513], [-0.017, 0.051, 0.016], [-0.014, 0.026, 0.056], [-0.035, 0.008, 0.078], [-0.009, 0.053, 0.028], [0.003, 0.018, -0.001], [0.004, 0.012, -0.003], [-0.008, -0.014, 0.005], [0.019, -0.094, -0.102], [0.267, 0.021, 0.000], [0.155, 0.024, -0.001], [-0.060, -0.109, 0.205], [-0.005, -0.062, 0.104], [-0.033, -0.059, 0.053], [-0.079, -0.035, -0.166], [-0.107, -0.078, -0.059], [0.036, -0.110, -0.148], [-0.275, 0.073, -0.007], [-0.307, 0.449, 0.260], [-0.175, -0.027, -0.094], [0.239, 0.049, 0.039], [-0.043, 0.112, 0.024], [0.019, -0.071, 0.107], [-0.130, -0.512, -0.136], [1.039, 0.283, -0.045], [-0.690, -0.169, 0.055], [-0.659, -0.205, 0.036], [-0.028, -0.023, 0.004], [0.010, 0.021, -0.015], [0.031, 0.006, -0.028], [0.027, -0.017, -0.051]],
  "nbo_charge": [0.88, -0.65, -0.07, 0.12, -0.68, 0.23, -0.69, -0.07, -0.65, 0.11, -0.68, 0.19, -0.69, 0.25, 0.23, 0.24, 0.26, 0.26, 0.25, 0.28, 0.26, 0.26, 0.24, 0.24, 0.25, 0.27, 0.25, 0.24, 0.26, 0.26, 0.25, -0.43, -0.48, -0.42, -0.22, -0.28, 0.04, -0.48, -0.49, 0.20, 0.20, 0.19, 0.20, 0.22, 0.20, 0.22, 0.21, 0.27, 0.23, 0.27, 0.29, 0.24, 0.28, 0.23, 0.31, 0.07, -0.06, -0.24, -0.15, -0.21, -0.16, -0.17, 0.78, -0.82, -0.88, 0.24, 0.24, 0.23, 0.23]
}

2.
{
  "formula": "C4H12",
  "method": "the ωB97M-V functional and the def2-TZVPD basis",
  "multiplicity": 2,
  "e_above_lowest_kj_mol": 20.7,
  "homo_ev": [1.51, -7.73],
  "energy_ha": -159.522271,
  "charge": -1,
  "e_lumo_ev": [4.40, 4.48],
  "elements": ["C", "C", "H", "H", "H", "H", "H", "H", "C", "C", "H", "H", "H", "H", "H", "H"],
  "positions_angstrom": [[-1.618205, 2.286509, -0.000463], [-1.710352, 1.476651, -1.301418], [-1.247758, 1.650888, 0.800863], [-1.062311, 3.219714, -0.073849], [-2.633121, 2.543752, 0.309586], [-1.159749, 0.546636, -1.222191], [-1.333725, 1.948680, -2.215103], [-2.750478, 1.235332, -1.563218], [1.543976, -2.582218, 0.466873], [1.872023, -1.148888, 0.837599], [0.953676, -3.069957, 1.257266], [0.980108, -2.654600, -0.473659], [2.432399, -3.212851, 0.307908], [2.528955, -0.673232, 0.117284], [2.237621, -1.030680, 1.861637], [0.966938, -0.535740, 0.890889]],
  "forces_ev_per_angstrom": [[-0.783, -0.194, -0.222], [-0.234, 0.034, -0.618], [0.379, 0.132, 0.088], [0.236, -0.155, 0.012], [-0.045, 0.254, 0.060], [0.076, -0.247, 0.093], [0.174, 0.327, 0.303], [0.156, -0.113, 0.275], [0.059, -0.657, -0.066], [-0.632, 0.330, 0.483], [0.027, 0.149, -0.218], [-0.027, 0.186, 0.212], [-0.031, 0.246, 0.163], [0.245, 0.061, -0.037], [0.531, -0.279, -0.135], [-0.130, -0.074, -0.393]],
  "nbo_charge": [-0.77, -0.79, 0.20, 0.19, 0.18, 0.20, 0.19, 0.18, -0.76, -0.96, 0.19, 0.19, 0.18, 0.19, 0.18, 0.19]
}

3.
{
  "formula": "C31H44Cl2NPTc",
  "method": "the ωB97M-V functional and the def2-TZVPD basis",
  "multiplicity": 4,
  "homo_ev": [0.98, 0.19],
  "energy_ha": -2604.932478,
  "charge": -2,
  "e_lumo_ev": [3.91, 3.91],
  "elements": ["P", "C", "C", "C", "C", "C", "C", "C", "C", "C", "C", "C", "C", "C", "C", "C", "C", "C", "C", "H", "H", "H", "H", "H", "H", "H", "H", "H", "H", "H", "H", "H", "H", "H", "H", "H", "H", "H", "H", "H", "H", "H", "H", "H", "H", "H", "H", "H", "H", "H", "H", "H", "Tc", "Cl", "Cl", "C", "H", "C", "C", "C", "C", "C", "C", "H", "H", "H", "H", "H", "N", "C", "C", "C", "C", "C", "C", "H", "H", "H", "H", "H"],
  "positions_angstrom": [[-1.182809, -0.507997, -0.879815], [-1.184600, -2.253414, -1.686234], [-2.106163, -2.556719, -2.884188], [-2.133712, -4.052562, -3.222049], [-0.754256, -4.724607, -3.283309], [0.233229, -4.282270, -2.200311], [0.234348, -2.768948, -1.965881], [-0.317233, 0.483796, -2.235428], [-0.658883, 0.093959, -3.668704], [-0.056843, 1.081907, -4.667491], [1.454180, 1.274664, -4.483295], [1.912400, 1.405139, -3.022951], [1.204037, 0.457158, -2.049231], [-2.951572, -0.018553, -1.250168], [-3.916400, -0.898308, -0.440447], [-5.375756, -0.558908, -0.765204], [-5.695644, 0.939841, -0.659211], [-4.644846, 1.850346, -1.308223], [-3.199571, 1.468397, -0.967440], [-1.585861, -2.813648, -0.821241], [-1.780686, -2.014487, -3.780990], [-3.133920, -2.223270, -2.685848], [-2.647410, -4.182670, -4.184175], [-2.754738, -4.566554, -2.476177], [-0.902270, -5.805900, -3.204172], [-0.312860, -4.549859, -4.272593], [-0.014339, -4.779664, -1.255463], [1.244883, -4.606226, -2.466322], [0.901253, -2.524007, -1.128394], [0.650977, -2.280795, -2.858364], [-0.677358, 1.509797, -2.050209], [-0.564856, 2.047650, -4.551988], [-1.744511, 0.037952, -3.828828], [-0.242807, -0.901137, -3.875534], [-0.275986, 0.736847, -5.686607], [1.755175, 2.176469, -5.028310], [1.981807, 0.434736, -4.954520], [2.994835, 1.240790, -2.956865], [1.744089, 2.437377, -2.687637], [1.468874, 0.714026, -1.015575], [1.579703, -0.562373, -2.214767], [-3.130202, -0.187439, -2.325593], [-3.742491, -1.969428, -0.625591], [-3.717347, -0.724111, 0.627129], [-5.602666, -0.904903, -1.784293], [-6.025665, -1.122029, -0.085939], [-5.814700, 1.212727, 0.397912], [-6.669709, 1.131744, -1.121158], [-4.815748, 2.887452, -1.001454], [-4.766703, 1.814683, -2.399772], [-2.516201, 2.103794, -1.547883], [-2.989982, 1.657498, 0.094613], [0.781945, 1.393163, 3.575594], [0.212772, 3.177548, 2.245806], [-0.961470, -0.070288, 3.608675], [2.528534, 0.424521, 3.318371], [2.929894, -0.161766, 4.166579], [5.081677, 0.443782, -0.112675], [5.412185, -0.340880, 1.011415], [4.612041, -0.340360, 2.142095], [3.418490, 0.454558, 2.184392], [3.120970, 1.276775, 1.068824], [3.942208, 1.258919, -0.057701], [5.691326, 0.410119, -1.021649], [6.306747, -0.964858, 0.964353], [4.860688, -0.955434, 3.011330], [2.241821, 1.929386, 1.118752], [3.682301, 1.885261, -0.912480], [1.228252, 1.917610, 5.256357], [1.739036, 2.163647, 6.490736], [0.976908, 1.878409, 7.664536], [1.502652, 2.145158, 8.914162], [2.819789, 2.604016, 9.049328], [3.604081, 2.836949, 7.910944], [3.085982, 2.620918, 6.643053], [-0.012586, 1.435130, 7.540829], [0.891479, 2.000560, 9.804769], [3.238325, 2.775918, 10.043998], [4.628709, 3.194676, 8.029446], [3.682757, 2.748597, 5.736347]],
  "forces_ev_per_angstrom": [[0.239, -0.291, -1.092], [-0.373, 0.320, 0.449], [0.091, 0.023, -0.185], [-0.173, -0.040, 0.288], [-0.016, -0.001, -0.203], [-0.102, 0.082, 0.211], [-0.054, -0.123, 0.087], [-0.203, -0.124, 0.397], [0.085, 0.233, -0.252], [-0.064, 0.133, 0.093], [0.057, -0.126, -0.085], [-0.107, 0.229, 0.124], [0.098, 0.006, 0.047], [0.265, -0.183, -0.301], [-0.024, 0.313, 0.076], [0.058, -0.013, -0.044], [0.034, 0.012, 0.228], [0.083, -0.059, -0.035], [-0.126, -0.178, 0.236], [0.184, -0.221, -0.267], [-0.082, -0.221, 0.332], [0.219, -0.112, -0.052], [0.053, -0.083, 0.127], [0.113, 0.020, 0.021], [0.075, -0.020, -0.124], [0.007, 0.110, 0.067], [-0.028, 0.038, -0.021], [-0.081, -0.062, 0.013], [-0.107, -0.033, -0.159], [-0.124, -0.098, 0.218], [0.261, -0.105, -0.101], [0.030, -0.019, 0.044], [0.244, 0.039, 0.016], [-0.086, 0.309, 0.001], [0.097, 0.115, 0.035], [0.098, -0.130, -0.047], [-0.078, -0.008, 0.068], [-0.168, 0.052, -0.062], [-0.056, -0.088, 0.000], [-0.023, -0.054, -0.239], [-0.081, 0.219, 0.051], [-0.106, 0.037, 0.211], [0.001, 0.287, 0.052], [-0.034, -0.050, -0.124], [0.057, 0.036, 0.068], [-0.063, 0.054, -0.122], [0.183, -0.067, -0.080], [-0.002, 0.000, 0.027], [-0.085, -0.054, -0.081], [0.019, -0.014, 0.058], [-0.178, -0.169, 0.181], [-0.020, 0.067, -0.122], [2.914, -0.809, 2.493], [-0.667, 1.252, -1.389], [-1.186, -0.781, -0.359], [-0.025, 0.007, -0.417], [-0.145, 0.359, -0.193], [0.205, -0.116, -0.174], [-0.221, 0.107, -0.145], [0.024, 0.181, -0.448], [-1.050, -0.163, 1.311], [0.640, 0.145, -0.987], [-0.353, 0.009, 0.558], [-0.115, 0.023, 0.333], [-0.130, 0.070, 0.100], [-0.055, 0.175, -0.255], [0.378, -0.267, -0.104], [0.106, -0.069, 0.166], [0.025, 0.538, 0.769], [-0.254, -1.132, -1.592], [0.054, 0.192, 0.037], [0.257, 0.011, -0.182], [0.159, 0.229, 0.472], [-0.324, -0.072, -0.172], [-0.068, 0.094, 0.239], [0.217, 0.255, -0.005], [0.107, -0.131, -0.096], [-0.120, 0.013, -0.236], [-0.163, -0.125, -0.046], [-0.220, 0.020, 0.297]],
  "mulliken_spin": [0.00, 0.00, 0.00, 0.00, 0.00, 0.00, 0.00, 0.00, 0.00, 0.00, 0.00, 0.00, -0.02, -0.01, 0.00, 0.00, 0.00, 0.00, -0.01, 0.00, 0.00, 0.00, 0.00, 0.00, 0.00, 0.00, 0.00, 0.00, 0.00, 0.00, 0.00, 0.00, 0.00, 0.00, 0.00, 0.00, 0.00, 0.00, 0.00, 0.02, 0.00, 0.00, 0.00, 0.01, 0.00, 0.00, 0.00, 0.00, 0.00, 0.00, 0.00, 0.01, 2.35, 0.15, 0.05, -0.02, -0.02, 0.15, -0.06, 0.09, -0.10, 0.10, -0.04, 0.02, 0.00, 0.00, 0.00, -0.01, 0.15, -0.01, 0.08, -0.05, 0.10, -0.03, 0.08, 0.01, 0.00, 0.01, 0.00, 0.01]
}

4.
{
  "formula": "C6H14F2KN3O10PS2",
  "method": "the ωB97M-V functional and the def2-TZVPD basis",
  "multiplicity": 2,
  "e_above_lowest_kj_mol": 48.3,
  "homo_ev": [0.00, 0.17],
  "energy_ha": -3091.138658,
  "charge": -2,
  "e_lumo_ev": [3.23, 3.23],
  "elements": ["K", "P", "O", "O", "O", "O", "N", "S", "O", "O", "F", "S", "O", "O", "F", "C", "O", "N", "C", "C", "H", "H", "H", "H", "H", "H", "H", "C", "O", "N", "C", "C", "H", "H", "H", "H", "H", "H", "H"],
  "positions_angstrom": [[1.275008, -0.397149, 1.253160], [1.611056, -3.072224, -0.816008], [1.754782, -1.565574, -1.083727], [1.093257, -3.233441, 0.641321], [3.044991, -3.624318, -0.921789], [0.764906, -3.848343, -1.792591], [4.796200, -0.836783, 0.202171], [5.170865, -1.218944, 1.649900], [4.064923, -1.098650, 2.591134], [6.591449, -1.213354, 1.988435], [4.959540, -2.826742, 1.377977], [4.722899, 0.838210, 0.359259], [5.687633, 1.623707, 1.168873], [3.313495, 1.384622, 0.377807], [5.349787, 1.128160, -1.065841], [-1.779661, 1.379506, 2.940712], [-0.680966, 1.075203, 2.492156], [-2.860370, 1.384481, 2.224637], [-3.993280, 2.116268, 2.571114], [-2.785240, 0.963387, 0.832648], [-1.945574, 1.742017, 3.966994], [-4.318407, 2.704598, 1.713062], [-3.810128, 2.660516, 3.497576], [-4.860077, 1.471590, 2.716605], [-1.866568, 0.423197, 0.603889], [-3.641888, 0.310966, 0.663569], [-2.875792, 1.875579, 0.242898], [-1.257270, -1.384609, -2.965878], [-1.871526, -1.943253, -3.896034], [-1.582179, -0.157822, -2.537468], [-0.517411, 0.526553, -1.775952], [-2.927045, 0.498601, -2.851421], [-0.331098, -1.808664, -2.548043], [-0.182984, -0.092194, -0.943243], [-0.574965, 1.595542, -1.570913], [0.281535, 0.509794, -2.517242], [-3.537641, 0.576908, -1.951895], [-2.754965, 1.512527, -3.212563], [-3.527289, 0.020132, -3.625290]],
  "forces_ev_per_angstrom": [[0.720, -0.587, -0.193], [6.121, -1.812, 0.036], [-2.008, 1.342, 0.119], [-1.364, 0.754, 0.295], [-0.771, -0.004, 0.373], [-2.549, 0.220, -0.659], [-0.108, 4.800, -0.215], [0.200, -7.178, 1.749], [1.333, 1.780, 0.308], [-1.927, 1.144, 0.354], [0.727, 1.232, 0.099], [-1.008, 2.018, -0.694], [-1.937, -2.058, -0.649], [3.445, -1.606, -0.226], [-0.845, 0.135, -0.447], [2.505, 0.350, 0.625], [-0.048, -0.208, 0.793], [-0.321, -0.982, -1.959], [-1.846, 0.018, 0.472], [-0.394, -0.083, 0.187], [0.242, -0.048, 0.150], [0.307, 0.771, 0.234], [-0.215, 0.345, -0.262], [-0.149, -0.293, 0.338], [-0.209, 0.249, 0.177], [-0.015, 0.006, -0.332], [0.101, -0.183, -0.446], [-0.548, -1.276, -2.748], [0.272, 0.445, 1.473], [-2.474, 1.836, 0.813], [0.726, -0.358, -1.427], [1.683, -0.210, 0.292], [-0.092, -0.068, 0.189], [-0.032, 0.229, -0.037], [-1.054, -0.142, 0.263], [0.710, -0.033, 0.589], [0.035, -0.111, 0.168], [0.202, 0.134, 0.062], [0.587, -0.569, 0.137]],
  "nbo_charge": [0.95, 2.43, -1.12, -0.99, -1.27, -1.00, -0.99, 2.41, -0.95, -0.91, -0.51, 2.34, -0.92, -0.95, -0.50, 0.54, -0.66, -0.41, -0.40, -0.42, 0.11, 0.20, 0.21, 0.19, 0.26, 0.20, 0.19, 0.50, -0.67, -0.46, -0.45, -0.41, 0.22, 0.23, 0.20, 0.23, 0.17, 0.18, 0.23]
}